115
Properties=species:S:1:pos:R:3 method="wB97M-V/def2-TZVPD" spin_multiplicity=1 energy_ev=-63535.869 lumo_energy_ev=2.36 charge=-1
C 3.828 -0.263 -1.468
C 4.248 1.209 -1.410
O 5.527 1.351 -2.077
C 3.253 2.220 -2.022
N 1.967 2.228 -1.333
C 0.884 1.456 -1.998
C -0.066 0.860 -0.924
O -0.954 1.625 -0.528
O 0.193 -0.318 -0.527
H 4.398 -0.767 -2.272
H 2.754 -0.382 -1.654
H 4.041 -0.779 -0.517
H 4.381 1.494 -0.352
H 5.538 2.220 -2.501
H 3.718 3.220 -1.905
H 3.152 2.034 -3.116
H 1.626 3.182 -1.282
H 0.291 2.120 -2.660
H 1.327 0.659 -2.610
C -3.438 4.948 0.519
C -2.361 4.412 -0.176
C -1.548 5.260 -0.918
C -1.802 6.624 -0.965
C -2.879 7.154 -0.266
C -3.698 6.312 0.476
H -4.077 4.294 1.099
H -2.135 3.355 -0.160
H -0.711 4.840 -1.462
H -1.161 7.277 -1.545
H -3.080 8.218 -0.299
H -4.539 6.721 1.022
C -5.092 -1.955 -1.883
C -5.174 -1.188 -3.037
C -4.174 -0.266 -3.323
C -3.094 -0.117 -2.464
C -3.005 -0.888 -1.312
C -4.011 -1.801 -1.022
H -5.873 -2.670 -1.652
H -6.017 -1.301 -3.709
H -4.242 0.344 -4.216
H -2.318 0.609 -2.669
H -2.156 -0.751 -0.653
H -3.952 -2.395 -0.117
C 1.393 -0.023 3.005
C 1.612 0.865 1.966
C 2.648 1.779 2.045
C 3.467 1.812 3.167
C 3.235 0.928 4.217
C 2.193 0.008 4.140
H 0.602 -0.752 2.876
H 0.993 0.817 1.082
H 2.802 2.448 1.208
H 4.284 2.523 3.228
H 3.869 0.952 5.096
H 2.019 -0.687 4.953
C -2.148 -1.662 2.502
C -2.916 -2.233 3.507
C -3.446 -3.505 3.333
C -3.202 -4.201 2.156
C -2.428 -3.629 1.154
C -1.901 -2.355 1.323
H -1.737 -0.667 2.618
H -3.100 -1.688 4.425
H -4.051 -3.954 4.112
H -3.614 -5.195 2.020
H -2.235 -4.174 0.237
H -1.294 -1.896 0.549
C 7.363 -2.671 -3.299
C 7.633 -3.990 -3.639
C 7.236 -4.484 -4.875
C 6.568 -3.658 -5.769
C 6.298 -2.340 -5.427
C 6.695 -1.845 -4.192
H 7.667 -2.284 -2.335
H 8.151 -4.634 -2.940
H 7.441 -5.514 -5.138
H 6.253 -4.044 -6.730
H 5.772 -1.697 -6.122
H 6.480 -0.819 -3.917
C 7.785 3.967 7.101
C 8.049 4.117 5.746
C 7.491 3.238 4.828
C 6.667 2.209 5.264
C 6.402 2.060 6.618
C 6.961 2.938 7.537
H 8.218 4.654 7.817
H 8.689 4.922 5.405
H 7.696 3.354 3.771
H 6.228 1.526 4.547
H 5.756 1.260 6.957
H 6.752 2.822 8.593
C -5.165 -6.505 5.046
C -5.228 -6.688 6.421
C -6.440 -6.546 7.085
C -7.586 -6.218 6.374
C -7.522 -6.032 5.000
C -6.312 -6.175 4.336
H -4.220 -6.609 4.529
H -4.333 -6.939 6.975
H -6.489 -6.685 8.158
H -8.530 -6.104 6.892
H -8.415 -5.772 4.446
H -6.259 -6.022 3.265
C -4.491 2.226 -6.582
C -4.130 0.982 -7.081
C -4.669 0.530 -8.279
C -5.568 1.323 -8.978
C -5.929 2.568 -8.480
C -5.391 3.018 -7.282
H -4.073 2.576 -5.647
H -3.429 0.363 -6.535
H -4.389 -0.442 -8.664
H -5.989 0.971 -9.912
H -6.631 3.187 -9.025
H -5.674 3.987 -6.890

100
Properties=species:S:1:pos:R:3 method="wB97M-V/def2-TZVPD" spin_multiplicity=1 relative_energy_kcal_mol=45.8 energy_ev=-166997.746 lumo_energy_ev=-2.99 charge=+1
Ta -0.006 -0.254 0.003
Cl 3.847 -6.375 0.075
C 3.177 -4.801 0.352
C 2.527 -4.525 1.548
C 1.960 -3.282 1.756
C 2.005 -2.313 0.768
O 1.374 -1.122 0.946
C 2.659 -2.591 -0.426
C 2.754 -1.572 -1.455
N 1.989 -0.553 -1.521
C 2.323 0.489 -2.407
C 2.751 0.359 -3.694
C 3.144 1.509 -4.418
C 3.174 2.733 -3.815
C 2.729 2.879 -2.479
C 2.745 4.098 -1.769
C 2.246 4.140 -0.501
C 1.676 2.976 0.049
N 1.671 1.816 -0.562
C 2.232 1.754 -1.803
C 3.263 -3.831 -0.621
H 2.460 -5.292 2.310
H 1.439 -3.052 2.678
H 3.581 -1.666 -2.162
H 2.767 -0.617 -4.164
H 3.452 1.403 -5.450
H 3.519 3.609 -4.356
H 3.155 4.988 -2.236
H 2.246 5.058 0.072
H 1.204 3.000 1.024
H 3.771 -4.039 -1.556
C -6.155 -5.838 4.589
C -6.334 -5.263 5.974
O -6.685 -5.905 6.920
S -6.180 -3.465 6.215
C -5.040 -2.921 4.970
C -3.733 -3.409 4.937
C -2.824 -2.900 4.026
C -3.201 -1.880 3.145
C -4.509 -1.398 3.183
C -5.422 -1.916 4.088
C -2.253 -1.347 2.210
C -1.454 -0.878 1.424
H -5.831 -6.874 4.672
H -5.470 -5.270 3.969
H -7.140 -5.824 4.114
H -3.435 -4.188 5.628
H -1.809 -3.276 4.001
H -4.806 -0.617 2.493
H -6.442 -1.548 4.112
C -1.546 -4.075 -1.397
C -1.376 -2.635 -1.026
O -2.323 -1.867 -0.925
O -0.147 -2.233 -0.807
H -2.549 -4.248 -1.774
H -1.377 -4.691 -0.510
H -0.798 -4.355 -2.141
C 1.831 2.119 3.925
N 0.396 2.377 3.744
C -0.297 3.152 4.617
C -1.615 3.374 4.470
C -2.235 2.760 3.343
N -1.559 2.006 2.495
C -0.258 1.799 2.664
O 0.484 1.107 1.910
N -3.539 2.937 3.079
H 2.106 2.353 4.949
H 2.423 2.724 3.241
H 2.037 1.076 3.716
H 0.275 3.582 5.428
H -2.168 3.985 5.171
H -4.143 3.433 3.704
H -3.911 2.513 2.246
C -1.372 -2.593 -5.969
N -2.254 -2.068 -4.951
C -3.705 -2.219 -5.071
C -4.221 -1.460 -3.846
N -3.051 -0.662 -3.473
C -1.925 -1.153 -4.015
S -0.362 -0.692 -3.582
H -1.643 -2.197 -6.951
H -1.433 -3.681 -5.999
H -0.354 -2.298 -5.733
H -3.979 -3.273 -5.059
H -4.059 -1.782 -6.010
H -4.494 -2.132 -3.031
H -5.070 -0.822 -4.076
H -2.998 -0.243 -2.559
Se -1.612 1.544 -0.807
C -1.134 3.073 -1.871
C -1.280 4.329 -1.294
C -0.959 5.464 -2.024
C -0.501 5.345 -3.331
C -0.388 4.087 -3.909
C -0.706 2.943 -3.184
H -1.656 4.413 -0.280
H -1.063 6.442 -1.570
H -0.241 6.232 -3.897
H -0.047 3.989 -4.935
H -0.626 1.964 -3.642

15
Properties=species:S:1:pos:R:3 method="wB97M-V/def2-TZVPD" spin_multiplicity=1 smiles="C=C(C)C.[SeH2]" relative_energy_kcal_mol=19.0 energy_ev=-69655.436 lumo_energy_ev=0.77 charge=0
C -0.761 -0.199 1.363
C -0.994 -0.062 0.069
C -1.251 -1.229 -0.836
C -1.023 1.277 -0.605
H -0.593 0.652 2.004
H -0.735 -1.163 1.841
H -2.323 -1.333 -1.013
H -0.770 -1.079 -1.801
H -0.888 -2.157 -0.400
H -0.223 1.341 -1.343
H -1.967 1.413 -1.131
H -0.901 2.085 0.110
Se 4.291 -0.075 -0.028
H 5.028 0.630 0.982
H 3.110 -0.100 0.789

47
Properties=species:S:1:pos:R:3 method="wB97M-V/def2-TZVPD" spin_multiplicity=5 s2=6.0588 energy_ev=-25543.014 lumo_energy_ev="-1.97 / -5.54" charge=+1
C -0.698 0.641 -3.983
C 0.057 -0.563 -4.403
C -2.160 0.666 -4.250
C 0.032 1.929 -4.081
H -2.391 0.850 -5.313
H -2.665 1.468 -3.691
H -2.631 -0.296 -4.000
H 0.199 -0.609 -5.497
H -0.458 -1.489 -4.127
H 1.072 -0.555 -3.976
H 0.120 2.294 -5.118
H 1.064 1.811 -3.720
H -0.469 2.729 -3.525
C -1.147 -1.702 0.790
C -2.213 -1.328 -0.068
C -1.751 -1.398 -1.411
H -3.202 -1.029 0.255
C -0.392 -1.838 -1.382
C -0.013 -1.997 -0.021
H 0.982 -2.196 0.350
H -1.165 -1.687 1.872
H -2.321 -1.105 -2.283
H 0.279 -1.932 -2.227
C 0.383 1.825 0.477
C -0.810 1.554 1.203
C -1.901 1.626 0.299
H -0.863 1.267 2.247
C -1.389 1.934 -0.990
C 0.032 2.080 -0.872
H 0.744 2.253 -1.670
H 1.390 1.762 0.875
H -2.936 1.430 0.550
H -1.971 1.954 -1.905
Os -0.602 0.060 -0.324
N 3.068 -1.107 6.428
C 2.460 -0.906 5.233
C 2.022 -1.991 4.448
C 1.391 -1.730 3.229
N 1.187 -0.489 2.754
C 1.606 0.545 3.504
C 2.247 0.393 4.732
H 3.216 -2.035 6.798
H 3.378 -0.333 7.001
H 2.166 -3.018 4.771
H 1.046 -2.569 2.621
H 1.433 1.554 3.118
H 2.573 1.274 5.283

Question: Which of these has the lowest charge?
Answer: C53H58NO3